159
Properties=species:S:1:pos:R:3:forces:R:3:mulliken_charge:R:1 method="wB97M-V/def2-TZVPD" spin_multiplicity=2 total_charge=+1 s_squared=0.755 homo_lumo_gap_ha="0.277 / 0.077"
C -21.21174 11.48368 -4.87622 -0.3 0.6 -0.6 -1.311
C -19.93482 12.05234 -5.54889 -0.5 -0.3 2.4 1.515
C -18.85600 12.12652 -4.47929 0.2 0.4 0.4 -1.752
O -19.54740 11.22085 -6.56507 -0.5 -1.5 -1.4 0.368
H -22.05063 11.42870 -5.56999 0.1 0.0 -0.3 -0.208
H -21.54326 12.14789 -4.07808 0.1 0.1 0.1 0.499
H -21.11079 10.48888 -4.44230 0.5 -0.1 0.0 0.415
H -20.09984 13.07426 -5.89030 -0.4 0.2 -0.2 -0.360
H -19.27162 12.55776 -3.56858 0.1 0.3 0.0 0.501
H -18.01779 12.72851 -4.83018 0.1 0.0 0.1 0.340
H -18.47415 11.15238 -4.17377 -0.1 -0.3 -0.3 0.301
H -18.62280 11.35302 -6.78697 0.7 0.6 -0.1 -0.247
C -19.85460 8.30382 -14.03205 0.4 0.4 1.4 -0.676
C -21.09469 7.78817 -14.67939 -1.9 0.4 0.3 0.389
C -22.36651 8.69714 -14.53422 1.4 0.2 0.8 -0.803
O -20.76777 7.50749 -15.98454 0.1 -0.6 -1.9 -0.545
H -18.94625 7.74885 -14.26657 -0.3 -0.3 -0.3 0.390
H -20.00651 8.21171 -12.95663 0.1 0.2 0.3 -0.243
H -19.60996 9.34794 -14.22715 -0.4 0.1 -0.2 0.356
H -21.46720 6.86441 -14.23666 0.6 -0.4 0.6 0.192
H -22.18615 9.70203 -14.91600 -0.1 0.0 -0.2 0.365
H -22.49248 8.79730 -13.45616 -0.3 0.2 0.2 -0.130
H -23.30182 8.29375 -14.92226 0.3 -0.2 -0.3 0.317
H -21.29227 6.73889 -16.22065 0.1 0.1 -0.6 0.375
C -26.16979 9.09404 -7.69593 0.4 -0.4 1.1 -0.374
C -25.78542 10.23700 -6.72721 -1.8 -0.7 -1.1 0.253
C -24.96067 9.75890 -5.53317 -0.2 1.0 -0.6 -0.760
O -25.20186 11.21392 -7.55170 1.0 0.3 0.1 -0.126
H -25.28525 8.51075 -7.95181 0.2 0.2 -0.5 -0.693
H -26.72139 9.44450 -8.56828 0.3 0.0 0.0 0.069
H -26.80053 8.37575 -7.17217 -0.2 0.0 0.1 0.699
H -26.77060 10.63406 -6.48256 0.0 0.1 0.9 0.437
H -25.52237 8.95720 -5.05373 0.6 -0.3 -0.1 0.474
H -24.74688 10.51387 -4.77659 -0.5 0.3 0.0 0.344
H -23.97201 9.56319 -5.94831 0.0 -0.9 0.1 -0.235
H -25.20205 12.03117 -7.04801 0.0 0.6 0.2 -0.382
C -25.46537 14.14681 -12.37239 -0.9 1.4 -0.5 -1.344
C -24.13814 14.67042 -11.88753 -0.4 -1.6 0.9 0.164
C -24.14970 15.05682 -10.36813 0.2 0.5 -0.9 -0.399
O -23.24529 13.56807 -12.07595 1.2 1.1 -0.3 -0.638
H -25.44945 13.84136 -13.41860 0.4 -0.5 0.1 0.324
H -26.15899 14.98589 -12.42648 -0.5 0.0 0.5 0.498
H -25.83384 13.36287 -11.71075 0.0 0.0 -0.1 0.050
H -23.77163 15.49121 -12.50403 0.0 0.1 0.1 0.489
H -24.85836 15.82985 -10.07092 0.0 0.4 -0.5 0.629
H -23.13792 15.43276 -10.21628 0.0 0.0 0.6 -0.114
H -24.39975 14.25415 -9.67438 0.3 -0.5 -0.4 -0.167
H -23.59040 12.86115 -11.52572 -0.4 -0.5 0.3 0.487
C -23.55234 14.00594 -5.81049 -0.2 -0.2 0.2 0.219
C -24.81304 14.42079 -5.01567 0.6 -0.2 -0.6 0.370
C -25.05928 15.89511 -4.94086 -0.4 0.8 -0.4 -1.527
O -25.86920 13.74608 -5.69567 -0.7 -0.8 -0.1 -0.519
H -23.64453 14.34020 -6.84386 -0.2 0.3 -0.1 -0.166
H -23.57126 12.91859 -5.88411 0.2 0.0 0.2 -0.624
H -22.55792 14.30960 -5.48334 -0.2 0.2 0.4 0.588
H -24.89504 14.02072 -4.00507 0.6 -0.2 0.0 0.271
H -26.05210 16.09776 -4.53918 0.0 -0.1 0.2 0.373
H -25.05393 16.32083 -5.94427 0.1 0.1 -0.2 0.374
H -24.35100 16.47955 -4.35360 0.2 -0.3 0.1 0.390
H -26.31657 14.26354 -6.36924 0.2 0.5 0.0 0.315
C -19.56705 6.54083 -10.13430 0.8 0.2 0.8 -0.663
O -18.22111 6.35959 -9.64243 -0.7 -1.3 0.6 -0.413
C -18.17778 5.51776 -8.47436 0.0 1.1 -1.2 -0.663
C -18.70648 6.25939 -7.23072 -0.1 1.1 -1.5 -0.337
N -20.15955 6.29532 -7.10687 2.8 -1.4 2.8 0.203
C -20.64207 6.96032 -5.90094 -1.5 1.0 -1.0 -0.660
C -22.14719 7.21438 -6.06360 -0.3 0.5 0.2 0.215
O -22.90447 6.05218 -5.95111 1.6 -0.9 -0.2 -0.495
C -24.29211 6.26652 -5.86194 0.2 -0.5 0.1 -0.251
H -19.90064 7.43628 -9.60992 -0.6 0.3 -0.2 0.064
H -20.22371 5.70676 -9.88690 0.1 -0.2 0.0 0.531
H -19.57024 6.68250 -11.21505 0.2 0.2 0.1 0.384
H -17.12345 5.26998 -8.35156 -0.1 0.0 0.2 0.417
H -18.76324 4.61121 -8.62773 0.0 -0.2 -0.1 0.379
H -18.32561 7.28036 -7.20517 0.0 0.1 0.0 0.103
H -18.25905 5.76115 -6.37068 -0.3 -0.4 0.4 0.441
H -20.44528 5.32729 -7.06978 -1.2 -0.4 -0.9 0.345
H -20.08748 7.88999 -5.77345 -0.1 0.0 0.0 0.342
H -20.55562 6.33171 -5.01467 0.5 -0.5 -0.1 0.383
H -22.29500 7.64710 -7.05305 -0.2 0.5 -0.1 -0.246
H -22.45547 7.90525 -5.27890 0.1 0.4 -0.1 0.472
H -24.62756 6.83709 -6.72798 -0.3 0.1 0.2 -0.064
H -24.48765 6.74189 -4.90074 -0.4 0.2 -0.1 0.279
H -24.71484 5.26190 -5.87325 -0.2 0.2 0.0 0.327
C -18.63084 17.53326 -13.68928 0.1 0.1 0.8 -0.781
O -19.24815 17.16318 -12.44216 0.6 0.9 -0.5 -0.338
C -19.85742 15.90578 -12.51745 0.4 -0.7 0.5 -0.804
C -20.18788 15.40584 -11.11872 -0.2 0.5 0.1 -0.232
N -19.00978 15.34239 -10.24743 -0.2 -0.2 -1.1 -0.367
C -19.39248 15.04799 -8.88367 1.8 0.0 -0.1 0.176
C -18.20563 15.29568 -7.89826 -1.7 0.7 0.1 -0.475
O -17.78872 16.65413 -7.81290 1.2 -1.4 -0.4 -0.475
C -18.68059 17.61077 -7.35596 -0.2 0.4 -0.1 -0.646
H -19.37970 17.68790 -14.46607 0.0 -0.3 -0.1 0.289
H -17.86780 16.80385 -13.96099 -0.2 -0.4 -0.3 0.334
H -18.07243 18.46214 -13.57329 -0.3 0.1 0.4 0.257
H -19.13784 15.18982 -12.91457 0.1 -0.2 -0.4 0.368
H -20.74411 15.94248 -13.15032 -0.2 -0.1 -0.1 0.397
H -20.72350 14.46002 -11.20012 0.0 -0.1 0.1 0.148
H -20.83116 16.14756 -10.64530 -0.8 0.1 -0.1 0.279
H -18.68057 16.29096 -10.35676 0.7 0.2 0.6 0.353
H -19.60368 13.98019 -8.82626 -0.3 -0.1 0.1 -0.360
H -20.28369 15.60907 -8.60256 -0.2 0.1 0.5 0.570
H -17.32506 14.68160 -8.08691 -0.1 0.2 -0.4 0.101
H -18.60786 14.98983 -6.93246 0.1 -0.1 0.5 0.415
H -18.07414 18.40141 -6.91413 -0.1 0.2 -0.1 0.274
H -19.37002 17.26415 -6.58613 -0.1 -0.3 0.1 0.276
H -19.23703 17.98932 -8.21338 -0.4 0.3 0.1 0.222
C -16.19965 9.71718 -6.94731 0.3 -2.0 -0.8 -1.548
C -16.55240 10.55759 -8.15773 -0.8 -0.4 0.0 0.095
C -17.72841 10.00982 -9.06326 0.3 1.0 0.2 0.039
O -17.92293 10.86042 -10.21671 0.0 -0.7 0.6 -0.471
C -18.62433 10.16149 -11.23416 0.0 0.2 -0.4 -0.635
N -16.83183 11.84321 -7.54770 -0.7 0.4 -1.0 -0.629
H -15.29811 10.02802 -6.41940 0.0 0.4 -0.2 0.467
H -15.95450 8.73354 -7.34789 0.1 -0.5 0.3 0.412
H -16.97767 9.58047 -6.19624 -0.3 0.3 -0.2 0.155
H -15.69836 10.64315 -8.82958 0.2 -0.3 -0.1 0.500
H -18.67918 9.96510 -8.53210 -0.2 0.1 0.4 -0.082
H -17.52604 8.99377 -9.40208 0.5 -0.2 0.0 0.449
H -18.80142 10.79486 -12.10341 0.7 0.3 0.1 0.413
H -19.64935 9.86366 -11.01342 -0.2 -0.2 0.9 -0.025
H -18.06674 9.27112 -11.52472 0.1 -0.1 -0.2 0.480
H -16.95082 12.46927 -8.33127 -0.1 0.8 0.1 0.027
H -15.96511 12.07791 -7.08530 0.0 0.6 0.2 0.286
C -22.27916 12.13137 -9.16311 0.2 -1.0 1.1 0.477
C -22.75081 11.10688 -10.15728 -1.0 -0.5 0.2 0.407
C -22.66933 9.58531 -9.76963 1.3 0.4 -0.9 0.576
O -23.06171 8.74582 -10.91859 1.1 0.6 1.1 0.414
C -23.00965 7.30844 -10.68417 -0.5 2.0 1.0 -0.176
N -24.13645 11.45392 -10.41104 -0.3 -0.7 -1.0 0.640
H -22.44760 13.14862 -9.51657 0.5 -0.2 -0.3 -0.333
H -21.25475 11.87951 -8.88876 0.2 0.6 0.2 -0.120
H -22.92584 12.04422 -8.29001 0.2 -0.1 0.4 -0.286
H -22.14587 11.26862 -11.04946 -0.1 -0.4 -0.4 0.089
H -23.12484 9.26046 -8.83417 -1.0 0.3 -0.1 -0.428
H -21.61537 9.52737 -9.49774 0.7 -0.9 -0.5 -0.455
H -23.02769 6.80506 -11.65081 -0.2 0.0 0.3 0.230
H -23.87013 7.14366 -10.03569 -0.3 -0.9 -0.4 -0.009
H -22.15336 7.04185 -10.06466 0.4 0.0 -0.3 -0.302
H -24.62499 11.38773 -9.52954 -0.2 0.2 0.4 -0.427
H -24.45949 10.63703 -10.90949 -0.7 0.1 -0.6 -0.148
C -27.30155 6.45837 -10.36805 0.8 0.0 -0.5 -1.434
C -26.87703 7.08590 -11.70692 -2.0 1.8 1.2 -0.167
C -26.52566 8.59931 -11.57974 -0.7 -0.1 0.6 0.389
O -27.66555 9.33252 -11.10870 0.2 0.9 -0.1 -0.495
C -27.40448 10.74311 -10.93909 -0.6 0.1 0.1 -0.496
N -25.83108 6.35846 -12.29379 1.8 -1.1 -1.0 -0.573
H -27.70299 5.46912 -10.58792 -0.5 0.1 0.2 0.447
H -27.97906 7.10718 -9.81298 -0.1 -0.3 -0.1 0.291
H -26.40994 6.22942 -9.78434 0.2 0.3 0.3 0.198
H -27.73501 6.96573 -12.36838 -0.6 0.8 0.1 0.579
H -26.19688 9.00962 -12.53454 0.0 0.0 -0.3 0.604
H -25.72984 8.77367 -10.85561 0.4 -0.4 0.0 -0.442
H -26.88972 11.23463 -11.76464 0.3 -0.5 -0.2 0.334
H -26.91750 11.02679 -10.00610 0.7 -0.6 0.1 -0.111
H -28.32189 11.32321 -10.83940 -0.6 -0.6 -0.3 0.429
H -26.26475 5.52033 -12.65374 0.2 -0.7 0.2 0.305
H -25.58326 6.80116 -13.16712 0.4 0.4 -0.2 0.187